1.
The following is a DFT calculation (ωB97M-V/def2-TZVPD) of a molecular structure, C26H17Cl3N3ReSi.

XYZ file:
```
51
Properties=species:S:1:pos:R:3:forces:R:3
Re -0.218 0.198 0.218 0.708 -0.405 -0.471
C -2.412 0.231 -3.618 0.068 0.066 0.012
C -1.452 0.515 -2.637 -0.035 -0.068 -0.014
N -1.223 -0.304 -1.627 -0.169 -0.016 0.078
C -1.950 -1.466 -1.509 0.213 0.241 -0.017
C -2.941 -1.802 -2.435 -0.117 -0.057 -0.117
C -3.155 -0.910 -3.510 -0.077 -0.074 -0.017
C -3.661 -3.010 -2.251 0.025 0.079 -0.026
C -3.370 -3.805 -1.184 0.116 0.001 0.138
C -2.355 -3.460 -0.255 -0.232 -0.188 -0.020
C -1.635 -2.307 -0.407 0.413 0.123 0.101
N -0.563 -1.829 0.373 -0.177 -0.210 0.193
C 0.544 -2.625 0.700 -0.261 0.247 -0.228
C 0.573 -3.925 1.128 0.133 -0.277 0.107
C 1.808 -4.584 1.348 -0.195 0.033 -0.011
C 3.002 -3.963 1.129 0.029 0.099 -0.042
C 3.009 -2.619 0.680 0.138 -0.081 0.042
C 4.181 -1.896 0.368 0.073 -0.094 0.021
C 4.098 -0.610 -0.090 -0.073 0.070 -0.022
C 2.840 -0.010 -0.215 0.113 -0.055 0.082
N 1.722 -0.658 0.076 -0.049 0.078 0.024
C 1.785 -1.966 0.502 -0.048 0.239 -0.135
H -2.557 0.929 -4.430 -0.003 -0.013 0.004
H -0.866 1.424 -2.659 -0.008 0.010 0.000
H -3.917 -1.143 -4.245 0.012 -0.004 0.010
H -4.437 -3.280 -2.956 0.014 0.006 0.004
H -3.923 -4.722 -1.029 0.010 0.008 0.012
H -2.187 -4.105 0.594 -0.009 -0.006 -0.024
H -0.343 -4.462 1.320 0.024 -0.017 -0.010
H 1.792 -5.608 1.696 -0.014 0.003 -0.004
H 3.941 -4.477 1.286 -0.008 0.007 -0.002
H 5.144 -2.379 0.483 -0.012 0.004 0.014
H 4.980 -0.040 -0.346 -0.008 -0.015 0.007
H 2.725 1.017 -0.533 0.014 -0.007 -0.009
C 0.433 2.017 -0.342 -0.027 0.024 -0.030
C 0.880 3.084 -0.757 0.063 0.217 -0.060
C 1.372 4.347 -1.218 -0.108 -0.221 0.100
C 2.407 4.403 -2.155 0.074 0.023 -0.066
C 2.878 5.629 -2.594 -0.017 -0.043 0.019
C 2.321 6.803 -2.104 0.008 0.023 -0.010
C 1.290 6.754 -1.174 -0.015 -0.040 0.013
C 0.814 5.532 -0.730 -0.020 0.070 0.015
H 2.833 3.483 -2.535 -0.004 0.014 0.001
H 3.679 5.670 -3.320 -0.007 -0.001 0.006
H 2.690 7.760 -2.449 -0.003 -0.012 0.006
H 0.858 7.670 -0.794 0.002 -0.010 -0.004
H 0.010 5.481 -0.008 0.011 0.003 -0.005
Cl -0.488 -0.422 4.083 0.007 -0.018 0.018
Si -0.200 0.853 2.544 -0.530 -0.012 -0.179
Cl -2.358 0.786 1.020 -0.115 0.206 0.474
Cl -0.265 2.724 3.272 0.074 0.049 0.019
```
Positions in Å, forces in eV/Å.

Largest force on an atom, eV/Å: 0.9
HOMO energy (alpha / beta), eV: -10.354 / -10.857
Total charge: +1
<S²>: 3.815
Frontier orbital gap (alpha / beta), eV: 7.0 / 6.3
Electronic energy, Eh: -2913.5245
2S+1: 4

=====

2.
The following is a DFT calculation (ωB97M-V/def2-TZVPD) of a molecular structure, C26H18BrCl3IrO8PSSi.

XYZ file:
```
60
Properties=species:S:1:pos:R:3:forces:R:3
Ir -0.487 0.474 0.951 0.284 -0.327 -0.070
O 1.171 -1.947 3.765 0.028 -0.037 0.050
C 0.385 -1.880 2.845 -0.115 -0.031 -0.219
O 0.607 -1.337 1.680 -0.111 0.108 0.242
C -0.979 -2.541 2.950 -0.008 0.040 -0.038
C -1.333 -3.214 4.109 0.055 0.043 -0.068
C -2.578 -3.814 4.213 -0.029 -0.010 0.019
C -3.474 -3.737 3.157 -0.008 -0.011 0.016
C -3.130 -3.062 1.994 0.007 -0.040 0.030
C -1.878 -2.467 1.883 0.028 -0.014 0.094
P -1.401 -1.560 0.384 -0.134 0.392 0.108
C -0.438 -2.706 -0.630 -0.053 -0.053 -0.092
C -0.422 -2.552 -2.013 -0.020 -0.003 0.024
C 0.284 -3.448 -2.802 -0.024 -0.009 -0.003
C 0.957 -4.509 -2.218 0.012 -0.003 -0.013
C 0.929 -4.675 -0.839 0.005 0.015 0.016
C 0.236 -3.776 -0.044 -0.018 0.064 -0.047
C -2.971 -1.354 -0.518 -0.031 -0.139 -0.073
C -3.707 -0.185 -0.362 0.027 0.069 0.046
C -4.936 -0.037 -0.988 -0.015 0.004 -0.014
C -5.444 -1.060 -1.772 0.012 -0.025 0.006
C -4.724 -2.239 -1.923 -0.025 0.023 -0.008
C -3.497 -2.388 -1.299 0.062 0.056 0.008
H -0.610 -3.240 4.912 -0.016 -0.011 0.018
H -2.856 -4.334 5.121 0.004 -0.003 -0.001
H -4.453 -4.194 3.236 0.005 -0.007 0.013
H -3.848 -2.997 1.188 0.028 0.021 0.014
H -0.925 -1.715 -2.477 0.032 -0.017 0.000
H 0.321 -3.296 -3.873 -0.008 0.007 0.011
H 1.515 -5.203 -2.834 -0.002 0.002 0.000
H 1.458 -5.498 -0.377 -0.002 -0.002 -0.001
H 0.226 -3.908 1.027 0.019 -0.002 0.029
H -3.324 0.614 0.263 -0.060 -0.072 -0.047
H -5.487 0.886 -0.864 -0.004 0.001 -0.003
H -6.399 -0.943 -2.268 0.000 0.007 0.000
H -5.118 -3.041 -2.534 0.006 -0.009 0.003
H -2.940 -3.309 -1.422 -0.007 0.020 -0.009
Cl -2.599 3.575 1.042 0.092 0.025 -0.048
Si -1.194 2.488 -0.001 0.171 0.046 0.144
Cl -1.871 2.566 -1.935 0.018 -0.019 -0.001
Cl -1.938 0.601 2.691 -0.043 -0.076 0.022
Br 2.997 -1.535 -1.203 0.050 -0.042 0.062
C 3.180 0.288 -1.678 0.088 -0.085 -0.053
C 4.432 0.875 -1.629 0.028 0.002 0.023
C 4.568 2.214 -1.961 -0.049 0.026 0.015
C 3.459 2.948 -2.359 0.008 -0.035 0.001
C 2.216 2.340 -2.419 -0.007 0.006 -0.038
C 2.064 1.007 -2.055 -0.135 0.164 -0.234
C 0.694 0.393 -2.156 0.174 0.036 0.187
O 0.279 0.067 -3.250 -0.101 0.047 -0.145
O -0.004 0.219 -1.069 -0.040 -0.106 0.201
H 5.286 0.292 -1.315 -0.003 -0.007 0.000
H 5.542 2.683 -1.899 0.006 0.003 -0.010
H 3.560 3.994 -2.616 0.000 0.006 0.004
H 1.341 2.902 -2.725 0.052 -0.024 0.024
O 0.284 3.303 -0.015 -0.243 -0.109 0.046
S 1.324 2.739 1.110 0.004 -0.338 0.019
O 0.376 2.273 2.167 -0.109 -0.006 -0.378
O 1.928 1.546 0.547 0.164 0.385 0.062
O 2.168 3.832 1.449 -0.049 0.054 0.054
```
Positions in Å, forces in eV/Å.

Largest force on an atom, eV/Å: 0.4
HOMO energy (alpha / beta), eV: -6.187 / -6.182
Total charge: -1
<S²>: 0.756
Frontier orbital gap (alpha / beta), eV: 8.0 / 6.8
Energy above the lowest of the compared OMol25 structures with the same formula, charge and spin, kcal per mole: 23.5
Electronic energy, Eh: -6691.8200
2S+1: 2

=====

3.
The following is a DFT calculation (ωB97M-V/def2-TZVPD) of a molecular structure, C26H18CaCl4F5N3O2Se.

XYZ file:
```
60
Properties=species:S:1:pos:R:3:forces:R:3
Ca 0.323 1.075 0.532 -0.756 -0.069 -0.538
Cl 6.342 0.721 3.848 -0.028 0.001 0.001
C 4.634 0.695 3.508 0.059 -0.005 -0.035
C 3.718 0.754 4.533 -0.023 -0.003 0.070
Cl 4.249 0.851 6.189 -0.002 -0.001 -0.027
C 2.346 0.738 4.232 -0.021 -0.018 0.009
Cl 1.172 0.847 5.515 0.006 0.001 -0.001
C 1.854 0.658 2.928 0.131 0.007 0.077
O 0.583 0.686 2.653 0.251 -0.071 0.316
C 2.827 0.575 1.842 0.086 0.051 0.136
O 2.411 0.512 0.609 0.369 -0.077 0.191
C 4.180 0.614 2.182 0.030 -0.076 -0.051
Cl 5.325 0.559 0.871 -0.007 0.005 0.008
C 1.158 -0.042 -2.550 -0.023 -0.004 0.015
N 0.305 1.053 -2.092 0.120 0.062 0.094
C -0.959 1.052 -2.807 -0.025 0.004 0.039
C 1.004 2.337 -2.259 0.025 -0.019 -0.027
C 0.320 3.509 -1.578 0.021 0.002 0.009
C -0.004 4.621 -2.352 0.008 0.004 -0.016
C -0.571 5.748 -1.768 0.003 -0.004 0.013
C -0.804 5.740 -0.400 0.006 -0.003 -0.025
C -0.485 4.608 0.350 -0.007 -0.004 0.037
C 0.083 3.442 -0.185 -0.190 0.257 -0.273
H 1.431 0.088 -3.611 0.005 -0.015 0.000
H 0.641 -0.994 -2.428 0.006 0.001 0.001
H 2.064 -0.081 -1.944 0.008 0.008 -0.002
H -0.800 1.141 -3.896 -0.007 0.008 0.001
H -1.572 1.890 -2.476 -0.001 -0.002 0.002
H -1.495 0.123 -2.605 0.005 -0.004 -0.008
H 1.141 2.541 -3.336 0.005 0.002 0.003
H 1.999 2.204 -1.825 0.001 0.015 0.013
H 0.191 4.612 -3.423 -0.002 0.001 0.002
H -0.821 6.614 -2.371 -0.004 0.004 0.006
H -1.237 6.613 0.081 0.000 0.002 0.002
H -0.692 4.651 1.420 -0.007 -0.003 0.000
N -2.094 -1.702 -0.083 0.006 -0.150 0.049
C -2.842 -0.597 0.137 -0.045 -0.018 -0.035
C -4.252 -0.699 0.188 0.028 0.024 -0.001
C -4.998 0.442 0.330 -0.014 0.021 0.005
C -4.358 1.681 0.418 -0.010 -0.009 0.000
C -2.982 1.687 0.375 0.095 0.048 0.025
N -2.228 0.587 0.247 0.027 -0.062 0.000
H -2.528 -2.593 0.087 -0.011 0.000 -0.036
H -1.083 -1.739 0.071 -0.027 0.103 -0.007
H -4.717 -1.673 0.107 -0.003 -0.003 0.003
H -6.079 0.377 0.370 0.001 0.004 0.000
H -4.905 2.606 0.526 -0.013 -0.007 -0.003
H -2.426 2.618 0.439 -0.003 -0.001 -0.001
F -0.299 -8.681 -0.199 0.005 0.012 0.002
C 0.029 -7.375 -0.125 -0.008 -0.017 0.001
C 1.254 -6.926 -0.583 -0.005 0.024 0.007
F 2.122 -7.812 -1.109 -0.018 0.011 0.008
C 1.578 -5.584 -0.504 0.041 -0.098 -0.042
F 2.784 -5.245 -0.982 -0.029 0.024 0.017
C 0.723 -4.611 0.026 0.133 0.240 -0.075
Se 1.255 -2.785 0.118 -0.150 -0.211 0.014
C -0.495 -5.118 0.476 -0.090 -0.036 0.034
F -1.422 -4.298 1.014 0.017 0.019 0.001
C -0.849 -6.454 0.409 0.020 0.030 -0.004
F -2.050 -6.867 0.860 0.009 -0.003 -0.006
```
Positions in Å, forces in eV/Å.

Largest force on an atom, eV/Å: 0.9
HOMO energy, eV: -1.518
Total charge: -2
Frontier orbital gap, eV: 5.6
Energy above the lowest of the compared OMol25 structures with the same formula, charge and spin, kcal per mole: 5.7
Electronic energy, Eh: -6735.6326

=====

4.
The following is a DFT calculation (ωB97M-V/def2-TZVPD) of a molecular structure, C26H18Cl2FN5O4W at a distorted geometry.

XYZ file:
```
57
Properties=species:S:1:pos:R:3:forces:R:3
W -0.180 0.259 -0.158 1.329 0.610 0.268
Cl 4.012 -5.010 -1.515 -0.091 0.042 0.056
C 3.334 -3.444 -1.434 -0.159 0.157 0.125
C 2.257 -3.215 -0.579 0.032 -0.138 -0.061
C 1.714 -1.942 -0.508 0.308 0.814 -0.129
N 0.752 -1.433 0.404 0.535 -0.298 -1.581
C 0.504 -2.091 1.593 -0.704 -0.163 1.232
O 0.659 -3.252 1.858 0.051 0.604 -0.325
C 0.102 -1.056 2.629 0.158 -0.180 0.222
C 0.207 -1.363 3.979 -0.121 0.085 -0.498
C 0.005 -0.358 4.916 -0.129 0.197 -0.318
C -0.298 0.916 4.454 0.104 -0.366 -0.079
C -0.383 1.143 3.091 -0.142 0.333 -0.345
N -0.189 0.188 2.163 0.164 -0.694 -0.200
C 2.261 -0.888 -1.287 -0.523 -0.221 0.469
C 3.344 -1.113 -2.117 0.158 -0.186 -0.138
C 3.885 -2.396 -2.193 -0.162 0.243 0.086
Cl 5.256 -2.663 -3.176 -0.059 0.054 -0.050
N 1.669 0.371 -0.977 -0.411 -1.896 -0.075
C 2.517 1.447 -0.800 0.287 1.619 0.410
O 3.702 1.473 -1.000 -0.693 -0.168 -0.019
C 1.734 2.649 -0.331 0.377 0.197 0.158
C 2.165 3.928 -0.652 -0.130 -0.319 0.128
C 1.345 5.008 -0.363 -0.092 -0.298 0.050
C 0.140 4.764 0.283 0.182 -0.162 -0.011
C -0.193 3.463 0.618 -0.346 -0.025 0.169
N 0.582 2.402 0.327 0.156 0.012 -0.482
H 1.891 -4.010 0.051 -0.039 -0.062 -0.091
H 0.477 -2.372 4.264 -0.043 0.014 -0.071
H 0.093 -0.556 5.971 0.023 -0.039 0.131
H -0.444 1.734 5.139 -0.047 0.121 0.009
H -0.596 2.145 2.745 -0.021 -0.119 -0.072
H 3.808 -0.305 -2.661 -0.005 -0.065 -0.057
H 3.112 4.036 -1.156 0.110 0.014 -0.085
H 1.619 6.007 -0.668 0.058 0.097 0.045
H -0.544 5.572 0.492 -0.077 -0.037 0.127
H -1.153 3.258 1.086 0.166 0.028 -0.120
N -0.458 -0.104 -2.689 -0.059 -0.384 0.245
C -1.584 0.736 -3.174 -0.265 0.253 0.399
C -2.097 1.638 -2.031 -0.956 -0.316 -1.682
O -3.061 2.333 -2.087 0.482 -0.241 0.243
O -1.296 1.535 -0.973 0.059 0.616 0.717
H 0.393 0.148 -3.205 -0.184 -0.132 0.474
H -0.650 -1.078 -2.939 0.122 0.242 0.191
H -2.427 0.132 -3.519 0.157 0.038 0.116
H -1.286 1.381 -4.006 0.025 -0.116 0.141
F -5.425 -3.059 0.342 0.141 0.107 -0.057
C -4.300 -2.384 0.155 0.086 0.193 0.090
C -4.096 -1.202 0.857 0.117 -0.203 -0.154
C -2.908 -0.516 0.661 0.503 0.685 0.081
C -1.886 -0.996 -0.185 -0.833 -0.294 0.347
C -2.156 -2.192 -0.872 0.666 0.102 -0.078
C -3.352 -2.873 -0.732 0.057 0.175 0.080
H -4.854 -0.850 1.537 -0.085 0.111 0.035
H -2.768 0.444 1.185 -0.201 -0.452 -0.107
H -1.402 -2.615 -1.532 -0.053 -0.070 0.079
H -3.554 -3.778 -1.282 0.016 -0.119 -0.041
```
Positions in Å, forces in eV/Å.

Largest force on an atom, eV/Å: 2.0
HOMO energy (alpha / beta), eV: -14.016 / -14.017
Total charge: +2
Frontier orbital gap (alpha / beta), eV: 5.2 / 5.2
Energy above the lowest of the compared OMol25 structures with the same formula, charge and spin, kcal per mole: 23.6
Electronic energy, Eh: -2663.1718